1.
The following is a quantum chemistry calculation of a structure of composition C45H44BaN7S2Si, from the OMol25 dataset.

Last column: Mulliken charge in e.
Positions of all 100 atoms, in Å:
1 Ba 1.2269 0.0682 0.0119  1.45
2 C -0.8763 -0.7676 5.4020  -0.76
3 S -1.0794 0.8861 4.6710  -0.13
4 C -0.0968 0.8001 3.1673  0.35
5 S 0.9279 -0.5187 2.9249  -0.46
6 N -0.2493 1.8778 2.4874  -1.47
7 N 0.0105 2.0661 1.2029  1.18
8 C 0.3171 3.2726 0.8599  -0.85
9 C 0.2512 3.8746 -0.4466  0.83
10 C 0.0303 5.2328 -0.4563  -0.95
11 C -0.1424 5.9698 -1.6644  -0.50
12 C -0.0979 5.3466 -2.8498  -1.19
13 C 0.2588 3.9067 -2.8897  -0.09
14 N 0.2584 3.1501 -1.6192  0.19
15 H -0.7284 -0.6471 6.4701  0.43
16 H -0.0045 -1.2217 4.9288  0.17
17 H -1.7633 -1.3676 5.2101  0.19
18 H 0.4893 4.0018 1.6557  0.21
19 H -0.0776 5.7560 0.4811  0.45
20 H -0.3113 7.0360 -1.5937  0.39
21 H -0.1800 5.8620 -3.7957  0.41
22 H -0.3318 3.3596 -3.6364  0.49
23 C 0.0631 -0.8640 -4.3481  -1.42
24 C -0.2068 -0.6544 -3.0084  -0.37
25 N 0.2872 0.3649 -2.3209  -0.41
26 C 1.0400 1.2548 -2.9310  -0.88
27 C 1.3793 1.1391 -4.2934  2.25
28 C 0.8921 0.0370 -4.9930  -1.08
29 C 2.1643 2.1599 -4.9603  -1.04
30 C 2.3479 3.3530 -4.3888  -1.52
31 C 1.7798 3.6311 -3.0590  -0.47
32 C 1.5359 2.4174 -2.1018  1.40
33 N 2.3792 1.9699 -1.1011  -0.81
34 C 3.3661 2.7294 -0.6026  0.18
35 C 4.1659 3.6245 -1.3307  -1.11
36 C 4.9814 4.5543 -0.7075  -0.49
37 C 5.0796 4.6244 0.6615  -1.27
38 C 4.5088 3.5910 1.4236  1.11
39 C 4.7403 3.4565 2.8081  -0.69
40 C 4.2828 2.3483 3.4676  -1.08
41 C 3.6104 1.3664 2.7285  -0.23
42 N 3.3063 1.4968 1.4580  0.16
43 C 3.7136 2.5862 0.7933  0.31
44 H -0.3604 -1.7083 -4.8701  0.54
45 H -0.8368 -1.3166 -2.4424  0.59
46 H 1.1409 -0.0841 -6.0400  0.42
47 H 2.5480 1.9276 -5.9459  0.40
48 H 2.8805 4.1516 -4.8896  0.46
49 H 2.2921 4.4406 -2.5376  1.55
50 H 4.1603 3.5842 -2.4108  0.53
51 H 5.5371 5.2477 -1.3250  0.40
52 H 5.6290 5.4177 1.1513  0.35
53 H 5.3033 4.2230 3.3260  0.41
54 H 4.4375 2.2107 4.5299  0.40
55 H 3.3107 0.4423 3.2056  0.51
56 C 0.7505 -2.7194 -0.6761  -1.32
57 Si -0.8710 -3.3121 -0.0104  0.63
58 C -2.3336 -2.0796 -0.2969  -1.50
59 N -2.1438 -0.7466 0.2612  1.06
60 C -2.7611 0.3223 -0.5113  -0.15
61 C -4.2830 0.4334 -0.3370  -0.96
62 C -4.6528 0.5454 1.1527  -0.83
63 C -3.3959 0.5193 2.0200  -0.83
64 C -2.5614 -0.7078 1.6644  0.44
65 C -1.5345 -4.8487 -0.9636  0.23
66 C -1.5427 -6.1334 -0.4283  -0.29
67 C -1.9418 -7.2298 -1.1729  -0.71
68 C -2.3378 -7.0696 -2.4894  -0.46
69 C -2.3227 -5.8043 -3.0509  -0.63
70 C -1.9203 -4.7188 -2.2949  -0.24
71 C -0.7222 -3.8924 1.7953  0.61
72 C 0.5326 -4.2417 2.2775  -0.41
73 C 0.7218 -4.6849 3.5728  -0.64
74 C -0.3553 -4.7862 4.4348  -0.46
75 C -1.6157 -4.4518 3.9745  -0.80
76 C -1.7918 -4.0188 2.6721  -0.08
77 H 0.7349 -2.7609 -1.7654  0.18
78 H 1.5452 -3.4008 -0.3717  0.29
79 H -3.2840 -2.5236 0.0495  0.56
80 H -2.4350 -1.9926 -1.3797  0.86
81 H -2.5270 0.1766 -1.5677  0.35
82 H -2.2948 1.2644 -0.2138  -0.06
83 H -4.7582 -0.4437 -0.7834  0.28
84 H -4.6323 1.3083 -0.8881  0.46
85 H -5.2811 -0.3007 1.4432  0.31
86 H -5.2237 1.4573 1.3474  0.43
87 H -3.6675 0.4635 3.0765  0.49
88 H -2.8193 1.4337 1.8849  0.19
89 H -3.1708 -1.5946 1.8931  -0.16
90 H -1.6744 -0.7561 2.2984  -0.56
91 H -1.2275 -6.2675 0.5971  0.31
92 H -1.9425 -8.2162 -0.7270  0.38
93 H -2.6475 -7.9245 -3.0763  0.35
94 H -2.6233 -5.6704 -4.0823  0.40
95 H -1.9013 -3.7412 -2.7559  0.12
96 H 1.3808 -4.1654 1.6176  0.26
97 H 1.7148 -4.9445 3.9161  0.37
98 H -0.2131 -5.1240 5.4530  0.33
99 H -2.4675 -4.5356 4.6376  0.39
100 H -2.7932 -3.7828 2.3366  0.35

Forces on the atoms, in the same order (eV/Å):
0.1 -2.3 1.5
-0.2 0.4 -0.2
0.1 -0.1 0.2
0.5 -0.2 0.3
0.1 -0.8 0.2
-1.1 1.1 1.6
0.3 0.7 -1.4
-0.2 -0.4 1.3
0.0 1.1 -0.6
0.3 -0.9 0.7
-0.1 0.1 -0.9
0.0 0.2 0.4
0.1 0.1 -0.4
-0.4 -0.1 -0.1
0.0 0.0 0.1
-0.1 -0.1 0.2
0.0 -0.1 0.0
-0.1 -0.1 0.0
0.0 -0.1 0.1
-0.1 0.1 -0.1
-0.1 0.1 0.0
0.1 0.0 0.0
0.1 0.0 -0.1
-0.1 -0.2 -0.2
-0.8 0.2 -1.0
0.3 0.1 -1.0
-0.2 -0.4 0.3
0.0 0.1 0.3
0.2 0.6 0.0
0.1 -0.1 -0.3
-0.4 -0.1 0.2
0.2 0.8 0.0
0.6 0.2 -0.6
0.6 0.6 -0.2
-0.3 -0.6 -0.1
0.3 0.5 0.5
0.2 0.2 -0.4
-0.2 -0.4 -0.1
-0.2 -0.2 0.1
0.2 0.3 -0.1
0.0 -0.2 0.0
-0.3 -0.5 0.2
0.6 0.9 0.0
0.0 -0.1 0.0
-0.1 -0.2 0.0
0.0 0.0 0.0
0.0 0.1 -0.1
0.1 -0.1 -0.1
-0.1 -0.2 0.0
-0.1 0.0 0.0
0.0 0.1 0.0
0.1 -0.1 0.0
0.0 0.1 0.0
0.0 0.0 0.0
-0.1 0.1 0.0
-0.9 -0.2 0.4
0.6 0.0 -0.7
0.3 -0.4 0.2
0.1 0.2 -0.2
-0.3 0.2 -0.2
0.2 -0.1 -0.1
0.1 0.1 0.1
-0.2 -0.2 -0.1
0.2 0.2 0.6
0.1 0.3 0.3
0.0 0.1 0.2
0.0 -0.2 0.0
0.0 -0.1 0.0
-0.1 0.0 -0.2
-0.1 0.1 0.0
-0.1 0.3 -0.4
0.2 0.0 -0.1
0.2 -0.1 0.2
0.1 0.0 0.1
-0.2 -0.1 0.2
-0.3 0.0 -0.1
0.0 0.0 -0.3
0.2 -0.1 0.2
0.0 -0.1 -0.1
0.0 -0.1 -0.1
0.1 0.0 0.0
0.0 0.0 -0.1
0.0 0.0 0.0
0.0 0.0 -0.1
-0.1 0.0 0.0
0.0 -0.1 0.0
0.1 0.0 0.0
0.1 0.0 0.1
0.0 0.0 0.0
-0.2 -0.2 0.1
0.0 -0.1 0.1
0.0 -0.1 0.0
0.0 0.0 0.0
0.0 0.0 -0.1
0.0 0.2 -0.1
0.2 0.1 -0.1
0.1 0.0 0.0
0.0 0.0 0.0
-0.1 0.0 0.0
-0.1 0.0 0.0

Summary:
charge	-1
E	-88052.2649	eV
energy relative to the best compared isomer or geometry (same formula, charge and spin)	87.9	kcal per mole
spin multiplicity	1

=====

2.
The following is a quantum chemistry calculation of a cluster of 10 separate species, C38H102N14O15 in total, from the OMol25 dataset.

Last column: Mulliken charge in e.
Positions of all 169 atoms, in Å:
1 C -9.9619 18.5562 21.4340  -0.96
2 O -9.1477 17.5173 20.9066  -0.23
3 C -7.8393 17.2908 21.4895  -1.22
4 C -7.1903 16.0830 20.8233  0.69
5 C -6.8777 16.4712 19.3589  -1.38
6 N -8.1018 14.9200 20.6895  1.33
7 H -9.6753 19.5740 21.1692  0.28
8 H -10.0895 18.5884 22.5160  0.34
9 H -10.9303 18.4472 20.9457  0.33
10 H -7.1919 18.1604 21.3764  0.66
11 H -7.8939 17.1587 22.5700  0.43
12 H -6.2172 15.9815 21.3038  -0.01
13 H -6.1112 17.2296 19.1998  0.52
14 H -7.7630 16.6823 18.7590  0.39
15 H -6.3502 15.6705 18.8405  -0.07
16 H -8.9267 15.3482 20.2941  -0.91
17 H -8.4331 14.6403 21.6018  -0.31
18 C -4.1568 14.8577 13.5372  -0.78
19 O -3.6808 15.4896 14.7179  -0.46
20 C -4.0901 14.8607 15.9187  0.39
21 C -3.5801 15.4973 17.2564  -0.02
22 N -2.1325 15.3388 17.3446  -0.38
23 C -1.5770 15.7862 18.6571  -1.13
24 C -2.2043 15.3949 20.0174  0.09
25 O -3.4505 15.9392 20.4407  0.01
26 C -3.4393 17.3348 20.7841  -0.94
27 H -5.2309 14.9716 13.3913  0.33
28 H -3.8303 13.8329 13.3603  0.26
29 H -3.8724 15.4574 12.6725  0.32
30 H -3.6669 13.8587 15.8480  -0.73
31 H -5.1630 14.6747 15.9685  0.52
32 H -4.1113 14.9537 18.0377  -0.39
33 H -3.8431 16.5393 17.4384  0.63
34 H -1.7548 15.9537 16.6379  0.36
35 H -1.2896 16.8369 18.6957  0.49
36 H -0.6024 15.3038 18.5833  0.53
37 H -1.5062 15.6347 20.8194  0.59
38 H -2.6037 14.3824 19.9584  -0.46
39 H -2.7866 17.5853 21.6203  0.35
40 H -4.3701 17.8034 21.1039  0.17
41 H -2.9597 17.9554 20.0271  0.40
42 C -2.2890 10.1043 21.2879  -0.39
43 O -2.3634 9.8183 22.6414  -0.48
44 C -3.6662 9.8531 23.1552  -0.60
45 C -3.5743 10.0518 24.6833  -0.19
46 N -3.2414 11.4759 25.0005  -0.04
47 C -3.0112 11.6897 26.4225  -1.23
48 C -4.2244 11.4081 27.3564  -0.02
49 O -5.0374 12.5547 27.4773  -0.36
50 C -6.1386 12.4112 28.3358  -0.84
51 H -1.2747 9.8175 21.0105  0.36
52 H -2.4750 11.1621 21.1020  0.09
53 H -2.9712 9.4962 20.6939  0.22
54 H -4.0708 8.8807 22.8745  0.40
55 H -4.3552 10.4906 22.6012  -0.07
56 H -2.7526 9.4576 25.0832  0.56
57 H -4.5135 9.7516 25.1480  -0.02
58 H -2.4377 11.8151 24.4914  0.20
59 H -2.5888 12.6888 26.5297  0.42
60 H -2.1882 10.9909 26.5723  0.58
61 H -3.8814 11.1860 28.3670  0.56
62 H -4.8129 10.5418 27.0542  -0.12
63 H -6.6465 13.3523 28.5467  0.30
64 H -5.8840 12.0617 29.3363  0.36
65 H -6.8863 11.7166 27.9531  0.24
66 C -8.4041 4.9022 19.0413  -1.10
67 O -8.0743 6.0826 18.3410  -0.27
68 C -7.3299 5.8476 17.1937  -0.65
69 C -7.2244 7.1479 16.4223  -1.00
70 N -6.2119 8.1111 16.9891  -0.45
71 C -6.3594 9.4351 16.3406  -0.68
72 C -5.0861 10.2791 16.3327  -0.16
73 O -4.2500 10.0470 15.2102  -0.48
74 C -2.9112 10.5964 15.4304  -0.43
75 H -9.0958 5.0002 19.8780  0.32
76 H -7.5887 4.2855 19.4193  0.39
77 H -9.0004 4.2297 18.4247  0.41
78 H -7.9247 5.1184 16.6437  0.48
79 H -6.3663 5.4015 17.4396  0.35
80 H -8.1750 7.6638 16.2869  0.42
81 H -6.9603 6.8511 15.4073  0.41
82 H -5.3388 7.7062 16.6827  0.26
83 H -7.1747 10.0429 16.7327  0.23
84 H -6.5295 9.2687 15.2769  0.63
85 H -4.5768 10.0799 17.2756  0.13
86 H -5.3357 11.3401 16.3391  0.23
87 H -2.9545 11.6765 15.2907  -0.10
88 H -2.2026 10.1755 14.7171  0.40
89 H -2.5032 10.4806 16.4345  0.19
90 C -9.7212 9.4009 19.0591  -0.35
91 O -10.9556 10.0196 19.2776  -0.47
92 C -11.1555 10.4294 20.6894  0.90
93 C -12.3938 11.3283 20.7422  -1.37
94 N -12.4854 12.4770 19.8836  -0.37
95 C -11.5343 13.5020 20.3157  0.60
96 C -11.1833 14.4186 19.1664  -0.70
97 O -10.5679 13.8054 18.0397  -0.55
98 C -9.1932 13.4322 18.1732  0.06
99 H -8.9039 10.0044 19.4538  -0.23
100 H -9.5311 9.4223 17.9860  0.23
101 H -9.6006 8.3397 19.2768  0.52
102 H -10.2981 10.9472 21.1193  -0.66
103 H -11.2382 9.5844 21.3730  0.52
104 H -12.6321 11.5162 21.7891  0.45
105 H -13.3140 10.7805 20.5392  0.39
106 H -12.0624 12.1769 19.0169  0.48
107 H -10.5569 13.1278 20.6202  -0.56
108 H -11.9543 14.0784 21.1400  0.49
109 H -10.4982 15.2002 19.4947  -0.15
110 H -12.0433 15.0431 18.9247  0.44
111 H -9.0917 12.9033 17.2255  0.34
112 H -8.9799 12.7223 18.9724  -0.19
113 H -8.5125 14.2811 18.2362  0.10
114 C -9.6778 15.2359 24.1095  -0.90
115 O -9.3205 14.1970 23.2095  -0.20
116 C -9.1091 12.9718 23.8906  -1.51
117 C -8.2078 12.0245 23.0763  1.25
118 N -8.0084 10.7081 23.6605  -0.15
119 C -7.3887 10.6553 24.9637  -0.04
120 C -7.4108 9.1144 25.3482  -1.04
121 O -6.9203 8.9618 26.6885  -0.26
122 C -6.6514 7.7039 27.1203  -0.92
123 H -8.8920 15.5205 24.8092  0.30
124 H -10.6213 15.0003 24.6017  0.30
125 H -10.0021 15.9366 23.3402  0.15
126 H -10.0513 12.4995 24.1689  0.31
127 H -8.5768 13.1339 24.8278  0.41
128 H -7.2727 12.5696 22.9473  -0.30
129 H -8.7076 12.0365 22.1077  -0.57
130 H -7.4471 10.0593 23.1276  0.93
131 H -7.7205 11.3628 25.7236  0.52
132 H -6.3349 10.9078 24.8456  -0.32
133 H -6.7527 8.6212 24.6328  0.33
134 H -8.3602 8.5904 25.2384  0.59
135 H -5.9650 7.2128 26.4305  0.34
136 H -7.4662 6.9851 27.2070  0.35
137 H -6.2334 7.7839 28.1238  0.26
138 N -5.0415 13.5846 24.0182  0.30
139 C -5.2868 14.8114 24.3474  0.41
140 N -5.1195 14.9209 25.6819  -0.38
141 O -5.4481 15.7763 23.5604  -0.63
142 H -4.6271 12.9047 24.6396  0.30
143 H -5.1016 13.4192 23.0237  -0.46
144 H -5.0264 14.0079 26.1037  0.10
145 H -5.5232 15.7706 26.0495  0.29
146 N -2.1798 12.5580 18.2155  0.87
147 C -0.9768 12.0111 18.2276  0.51
148 N -0.1391 12.8422 17.6130  -0.39
149 O -0.6426 10.9899 18.7818  -0.69
150 H -2.8935 12.1722 18.8171  -0.35
151 H -2.3248 13.4756 17.8191  -0.21
152 H 0.8397 12.7551 17.8463  0.22
153 H -0.4844 13.6042 17.0470  0.20
154 N -6.7581 12.2471 20.1496  2.16
155 C -5.4520 12.4544 20.1160  -1.27
156 N -5.2595 13.6064 20.7336  3.38
157 O -4.5968 11.6565 19.7593  -0.40
158 H -7.0938 11.3357 19.8724  -0.80
159 H -7.4016 13.0186 20.2537  -0.70
160 H -4.3338 13.9607 20.9279  -0.28
161 H -6.0630 14.2165 20.7808  -1.46
162 N -7.4314 7.5696 20.7181  -0.09
163 C -6.7767 8.6752 20.8595  0.42
164 N -6.1071 9.0973 19.8321  0.20
165 O -6.6600 9.2131 21.9018  -0.60
166 H -7.3954 7.0855 19.8324  0.03
167 H -7.8844 7.1683 21.5267  0.26
168 H -6.0966 8.5677 18.9722  0.28
169 H -5.3943 9.7950 19.9914  -0.52

Forces on the atoms, in the same order (eV/Å):
-0.1 0.1 -0.5
0.6 0.1 0.5
-0.7 0.3 0.4
-0.4 1.6 -2.0
0.9 -0.5 -0.6
1.0 0.5 0.8
0.7 0.0 -0.3
0.1 -0.6 0.2
-0.1 -0.3 0.2
0.0 0.3 -0.4
-0.4 -0.3 0.2
-0.3 -0.8 0.5
-0.4 0.7 0.6
-0.1 0.2 0.2
-0.3 -0.7 0.1
-0.1 -0.1 -0.4
0.1 -0.2 0.6
-0.3 1.1 -0.6
-0.1 0.5 -0.1
0.4 -0.5 0.4
-0.5 -0.3 -1.4
-0.9 0.4 1.2
1.0 0.0 -0.2
-1.3 -0.3 -0.7
-0.9 2.4 -0.1
1.3 0.4 0.2
-0.5 -0.6 0.8
0.0 -0.1 0.4
0.9 0.1 0.2
0.2 -0.4 0.5
-0.4 0.5 -0.1
0.3 -0.3 0.2
-0.4 0.2 -0.5
0.3 0.0 -0.2
-0.5 0.5 -0.3
0.2 -0.2 0.9
0.5 -0.6 -0.1
1.4 -0.6 0.1
0.3 -0.8 0.6
-0.5 -0.9 -0.5
-0.5 -0.1 -0.7
0.9 -0.2 -0.5
0.3 0.6 1.1
0.0 -1.3 0.4
0.5 1.3 -1.1
-2.2 -0.1 -0.3
0.2 -0.8 -0.3
0.8 0.2 0.1
-0.2 0.8 -0.5
-0.6 -0.3 0.5
-0.1 0.4 -0.3
0.0 0.0 -0.2
-0.3 0.0 -0.1
-0.5 -0.5 0.6
0.2 0.9 0.3
0.0 -0.6 -0.1
0.1 0.2 0.1
0.0 -0.4 -0.3
-0.3 0.1 0.4
0.1 -0.2 1.4
0.5 -0.2 0.1
-0.1 0.0 -0.3
0.3 0.3 -0.6
0.6 -0.3 0.1
0.0 -0.2 -0.2
-0.9 -1.2 -0.1
-0.5 0.0 2.2
-0.7 0.2 -0.4
0.8 0.3 -0.1
-1.1 -0.5 -0.4
1.0 -0.1 -1.3
0.0 0.2 0.7
1.2 -0.5 0.7
-0.8 0.2 -0.3
0.2 1.2 0.1
0.6 0.4 -0.2
0.1 -0.1 -0.7
0.3 -0.2 -0.7
0.3 0.1 -0.1
-0.2 -0.2 0.5
0.3 0.1 -0.3
0.5 0.3 0.1
-0.1 -0.4 0.3
-0.5 0.1 -0.3
0.4 0.1 0.1
-0.3 0.2 0.1
0.0 0.2 -0.2
-0.4 -0.1 -0.1
-0.4 -0.5 0.2
0.7 0.4 -1.3
-0.4 0.3 2.2
-0.3 0.1 -1.2
-1.4 -1.6 0.6
1.6 0.7 0.3
0.3 0.4 -0.5
0.5 1.4 0.3
-0.8 0.0 0.6
-0.9 -0.3 -1.0
0.2 -0.2 0.6
-0.2 0.2 -0.3
-0.4 0.0 0.8
0.5 0.3 -0.6
-0.5 -0.4 -0.3
0.6 0.8 0.3
0.2 -0.8 -0.5
-0.4 -0.3 -0.7
0.1 -0.6 0.6
0.1 0.1 0.1
0.2 0.0 0.5
-0.3 -0.6 -1.0
0.7 0.0 0.0
-0.3 0.1 0.2
-0.1 0.0 0.0
-1.2 -0.2 -1.8
0.5 -1.1 0.9
0.8 -1.0 0.7
-0.2 0.8 0.0
-1.6 0.6 0.7
0.5 -1.5 0.0
0.4 1.0 0.7
-0.8 2.0 -0.8
0.7 -1.6 0.3
0.0 0.1 -0.2
0.1 -0.3 0.6
0.5 1.2 0.7
-0.3 -0.1 -0.2
0.0 0.5 0.3
0.3 0.1 -0.2
0.2 -0.8 -0.3
-0.3 0.4 -1.0
-0.8 -0.4 0.0
0.5 0.1 0.2
0.4 -0.2 -0.1
-0.5 0.5 0.1
0.6 -0.2 0.1
-0.8 0.3 -0.1
0.3 -0.1 -0.1
-0.3 -2.4 -3.0
1.0 3.2 -0.1
-0.4 1.4 0.3
-0.6 -1.1 0.8
0.2 -0.5 -0.3
0.3 -0.5 0.1
-0.5 0.7 1.3
0.3 -0.5 0.7
-3.1 -0.4 0.5
0.0 0.5 0.6
3.0 0.9 -1.4
0.2 -1.1 0.4
-0.3 -0.2 -0.1
0.2 -0.1 0.0
-0.2 0.0 -0.5
0.2 -0.1 0.3
-2.2 -2.3 -1.5
-0.5 -0.4 1.0
2.0 2.3 0.8
0.7 -0.5 -0.5
0.0 0.2 -0.2
-0.1 0.1 0.2
-0.3 0.3 -0.3
0.5 0.1 0.3
-2.2 -3.3 -0.5
1.2 -0.8 -0.8
1.4 1.1 -3.2
0.3 2.6 5.0
-0.4 -0.2 0.2
0.1 0.1 -0.3
0.1 0.1 -0.4
0.0 0.2 -0.2

Summary:
charge	0
E	-92628.2191	eV
spin multiplicity	1